(one)
The following is a DFT calculation (ωB97M-V/def2-TZVPD) of a 2-piece molecular cluster, C2H3Br2N3 overall.

```
! RIJCOSX wB97M-V def2-TZVPD def2/J DEFGRID3
* xyz 0 1
N -0.83 1.16 0.58
C 0.36 0.46 0.23
Br 1.73 1.68 -0.30
C 0.58 -0.90 0.34
Br 2.31 -1.73 0.18
H -0.95 1.69 -0.31
H -0.47 2.01 1.28
H -0.27 -1.34 0.84
N -1.61 -1.26 -1.72
N -0.84 -1.79 -1.12
*
```

HOMO-LUMO gap = 9.4695 eV
Structure (SMILES) = N/C(Br)=C/Br.N#N
HOMO energy = -9.16 eV
LUMO level = 0.011 hartree


(two)
The following is a DFT calculation (ωB97M-V/def2-TZVPD) of one molecule with the formula C2H3Br2N3.

```
! RIJCOSX wB97M-V def2-TZVPD def2/J DEFGRID3
* xyz 0 1
Br -2.83 1.34 0.13
C -2.14 -0.41 -0.26
N -0.95 -0.69 -0.10
N 0.22 -0.03 -0.20
C 1.47 -0.45 0.19
N 1.37 0.89 0.76
Br 1.93 2.31 -0.05
H -2.81 -1.10 -0.48
H 1.63 -1.34 0.80
H 2.11 -0.51 -0.80
*
```

HOMO-LUMO gap (spin up / spin down) = 8.5485 / 8.5486 eV
Structure (SMILES) = Br/C=N\N1CN1Br
HOMO energy (spin up / spin down) = -8.95 / -8.96 eV
LUMO level (spin up / spin down) = -0.015 / -0.015 hartree


Most stable of them? (one).


(one)
The following is a DFT calculation (ωB97M-V/def2-TZVPD) of a 2-piece molecular cluster, C2H4ClI overall.

```
! RIJCOSX wB97M-V def2-TZVPD def2/J DEFGRID3
* xyz 0 1
C 1.88 -0.59 -0.37
C 0.86 0.29 -0.52
Cl 0.67 1.51 0.62
H 1.93 -1.47 -0.94
H 2.48 -0.58 0.45
H 0.03 0.18 -1.30
I -4.41 0.89 1.30
H -3.44 -0.22 0.76
*
```

HOMO-LUMO gap = 10.2575 eV
Structure (SMILES) = C=CCl.I
HOMO energy = -9.62 eV
LUMO level = 0.023 hartree


(two)
The following is a DFT calculation (ωB97M-V/def2-TZVPD) of C2H4ClI as an isolated structure.

```
! RIJCOSX wB97M-V def2-TZVPD def2/J DEFGRID3
* xyz 0 1
C -0.37 1.10 0.07
C 0.93 -1.36 -0.50
Cl 1.32 -1.20 0.97
I -0.40 -2.84 -0.91
H -1.29 0.66 0.59
H -0.16 0.31 -0.56
H -0.51 2.07 -0.37
H 0.49 1.26 0.73
*
```

HOMO-LUMO gap = 7.6081 eV
HOMO energy = -8.48 eV
LUMO level = -0.032 hartree


Most stable of them? (one).


(one)
The following is a DFT calculation (ωB97M-V/def2-TZVPD) of C7H10S as an isolated structure.

```
! RIJCOSX wB97M-V def2-TZVPD def2/J DEFGRID3
* xyz 0 1
C 1.89 1.55 0.90
C 1.01 1.01 -0.21
C -1.28 -0.72 -0.08
C -2.28 -1.29 0.61
C -0.16 -0.91 -1.12
C 1.17 -1.63 -1.18
C 0.96 -0.53 -0.18
H 3.19 0.77 1.09
H 2.22 2.84 0.41
H 0.71 1.35 1.93
H 1.41 1.54 -1.06
H -2.62 -0.65 1.58
H -2.70 -2.29 0.48
H -0.20 -0.20 -2.00
H 1.39 -2.71 -0.79
H 1.42 -1.29 -2.24
H 0.47 -0.92 0.80
S -0.82 1.04 0.46
*
```

HOMO-LUMO gap = 9.0225 eV
HOMO energy = -8.43 eV
LUMO level = 0.022 hartree


(two)
The following is a DFT calculation (ωB97M-V/def2-TZVPD) of one molecule with the formula C7H10S.

```
! RIJCOSX wB97M-V def2-TZVPD def2/J DEFGRID3
* xyz 0 1
C -0.02 2.22 -0.16
C 0.28 0.91 -0.22
C 1.57 0.39 -0.50
C 1.60 -0.96 -0.56
C 0.24 -1.51 -0.37
C -0.63 -0.34 0.07
C -0.98 -0.31 1.59
S -2.10 -0.13 -0.95
H 0.80 2.94 -0.46
H -1.04 2.67 0.00
H 2.43 1.06 -0.58
H 2.42 -1.62 -0.80
H 0.24 -2.34 0.34
H -0.20 -1.97 -1.31
H -1.68 -1.10 1.89
H -0.09 -0.46 2.20
H -1.47 0.58 1.92
H -1.38 -0.01 -2.09
*
```

HOMO-LUMO gap = 9.2062 eV
Structure (SMILES) = C=C1C=CC[C@]1(C)S
HOMO energy = -8.39 eV
LUMO level = 0.030 hartree


(three)
The following is a DFT calculation (ωB97M-V/def2-TZVPD) of a 2-piece molecular cluster, C7H10S overall.

```
! RIJCOSX wB97M-V def2-TZVPD def2/J DEFGRID3
* xyz 0 1
C -1.15 -0.50 2.07
C 0.75 -0.03 -0.97
C 2.03 -0.25 -1.37
C -1.63 0.46 1.33
C 0.31 1.20 -0.52
C 2.57 -1.59 -1.71
C -2.82 1.30 1.21
S 0.24 2.76 -0.67
H -1.71 -0.95 2.89
H -0.16 -0.90 1.93
H 0.07 -0.86 -0.89
H 2.72 0.58 -1.42
H 2.86 -1.62 -2.76
H 1.83 -2.37 -1.53
H 3.46 -1.80 -1.12
H -2.64 2.26 1.70
H -3.68 0.82 1.68
H -3.05 1.49 0.16
*
```

HOMO-LUMO gap (spin up / spin down) = 6.3681 / 7.5621 eV
HOMO energy (spin up / spin down) = -6.82 / -7.71 eV
LUMO level (spin up / spin down) = -0.017 / -0.006 hartree


Most stable of them? (two).


(one)
The following is a DFT calculation (ωB97M-V/def2-TZVPD) of one molecule with the formula C18H22O3.

```
! RIJCOSX wB97M-V def2-TZVPD def2/J DEFGRID3
* xyz 0 1
C -2.88 -0.33 -0.61
C -3.11 -1.59 -1.46
C -2.00 -1.78 -2.46
C -2.19 -1.51 -3.80
C -1.17 -1.68 -4.72
C 0.06 -2.13 -4.29
C 0.28 -2.41 -2.95
C -0.74 -2.23 -2.03
O -0.63 -2.47 -0.69
C 0.61 -2.87 -0.16
C 0.49 -2.82 1.37
C 1.00 -1.50 1.95
O 0.30 -0.43 1.35
C 0.66 0.84 1.67
C 0.01 1.86 0.97
C 0.30 3.18 1.22
C 1.25 3.53 2.18
O 1.47 4.87 2.35
C 2.42 5.28 3.30
C 1.90 2.52 2.87
C 1.61 1.19 2.62
H -2.81 0.54 -1.26
H -3.70 -0.19 0.08
H -1.95 -0.43 -0.05
H -4.06 -1.51 -1.98
H -3.15 -2.45 -0.80
H -3.16 -1.16 -4.13
H -1.34 -1.46 -5.77
H 0.87 -2.28 -5.00
H 1.25 -2.77 -2.64
H 1.41 -2.20 -0.50
H 0.84 -3.89 -0.49
H 1.06 -3.63 1.82
H -0.56 -2.94 1.62
H 0.85 -1.50 3.03
H 2.08 -1.40 1.74
H -0.72 1.59 0.23
H -0.20 3.97 0.68
H 2.15 4.95 4.31
H 2.42 6.37 3.26
H 3.42 4.91 3.05
H 2.65 2.75 3.62
H 2.14 0.44 3.19
*
```

HOMO-LUMO gap = 8.7172 eV
Structure (SMILES) = CCc1ccccc1OCCCOc1ccc(OC)cc1
HOMO energy = -7.94 eV
LUMO level = 0.029 hartree


(two)
The following is a DFT calculation (ωB97M-V/def2-TZVPD) of one molecule with the formula C18H22O3.

```
! RIJCOSX wB97M-V def2-TZVPD def2/J DEFGRID3
* xyz 0 1
C 2.84 3.93 -1.91
C 1.66 3.22 -1.25
C 0.68 2.59 -2.25
C -0.36 1.62 -1.69
C -1.48 1.36 -2.44
C -2.35 0.32 -2.06
C -2.17 -0.42 -0.87
C -3.13 -1.53 -0.63
O -3.00 -2.52 -1.69
C -1.07 -0.09 -0.02
C -0.69 -0.89 1.19
C -0.64 -2.25 1.13
C -0.31 -3.04 2.31
C -0.11 -4.42 2.22
C 0.26 -5.18 3.39
O 0.62 -4.59 4.40
O 0.31 -6.52 3.27
C -0.17 0.94 -0.43
C 1.04 1.34 0.42
C 0.60 2.20 1.61
C 2.14 2.06 -0.38
H 3.13 3.34 -2.77
H 3.70 4.06 -1.23
H 2.57 4.91 -2.29
H 1.16 3.98 -0.61
H 1.26 1.99 -2.96
H 0.18 3.40 -2.81
H -1.67 1.88 -3.39
H -3.18 0.03 -2.69
H -4.18 -1.15 -0.67
H -2.99 -2.04 0.33
H -2.07 -2.61 -1.97
H -0.45 -0.35 2.09
H -0.82 -2.77 0.19
H -0.16 -2.54 3.27
H -0.29 -4.97 1.28
H 0.75 -6.82 4.06
H 1.50 0.44 0.81
H -0.19 1.74 2.14
H 0.16 3.13 1.24
H 1.39 2.42 2.35
H 2.88 2.42 0.32
H 2.66 1.35 -1.02
*
```

HOMO-LUMO gap = 8.1535 eV
Structure (SMILES) = C[C@H]1Cc2ccc(CO)c(/C=C/C=C/C(=O)O)c2[C@H](C)C1
HOMO energy = -8.57 eV
LUMO level = -0.015 hartree


Most stable of them? (two).


(one)
The following is a DFT calculation (ωB97M-V/def2-TZVPD) of a 2-piece molecular cluster, C2H4N4 overall.

```
! RIJCOSX wB97M-V def2-TZVPD def2/J DEFGRID3
* xyz 2 1
C -0.28 -0.96 -0.68
C -0.10 0.37 -0.24
N -0.19 0.60 2.88
N 1.95 1.51 -0.70
N -0.07 0.48 1.82
N 1.02 0.99 -0.41
H 0.64 -1.62 -1.07
H -0.94 -1.47 0.00
H -0.94 -0.88 -1.48
H -1.10 0.99 -0.13
*
```

HOMO-LUMO gap = 9.8657 eV
HOMO energy = -24.67 eV
LUMO level = -0.544 hartree


(two)
The following is a DFT calculation (ωB97M-V/def2-TZVPD) of an isolated ion of composition C2H4N4 and charge +2.

```
! RIJCOSX wB97M-V def2-TZVPD def2/J DEFGRID3
* xyz 2 1
C 1.20 -0.59 -1.34
N 0.34 -0.06 -0.67
C -0.50 0.73 -0.23
N -0.99 0.58 1.06
N -0.45 -0.40 1.64
N 0.02 -1.36 1.85
H 0.97 -1.59 -1.76
H 2.11 0.02 -1.19
H -0.88 1.64 -0.79
H -1.82 1.03 1.43
*
```

HOMO-LUMO gap = 11.3143 eV
Structure (SMILES) = C=[N+]=CN[N+]#N
HOMO energy = -22.35 eV
LUMO level = -0.406 hartree


Most stable of them? (two).


(one)
The following is a DFT calculation (ωB97M-V/def2-TZVPD) of a 2-piece molecular cluster, C2H2BrClF2 overall.

```
! RIJCOSX wB97M-V def2-TZVPD def2/J DEFGRID3
* xyz 0 1
C 1.97 -0.12 -0.11
C -1.70 0.06 0.25
F 2.14 0.99 -0.80
F -2.02 0.00 1.58
Cl -1.96 1.61 -0.31
Br -2.16 -1.41 -0.92
H 1.71 -1.01 -0.67
H 2.02 -0.14 0.97
*
```

HOMO-LUMO gap (spin up / spin down) = 7.6226 / 9.2750 eV
HOMO energy (spin up / spin down) = -8.39 / -8.92 eV
LUMO level (spin up / spin down) = -0.028 / 0.013 hartree


(two)
The following is a DFT calculation (ωB97M-V/def2-TZVPD) of a 2-piece molecular cluster, C2H2BrClF2 overall.

```
! RIJCOSX wB97M-V def2-TZVPD def2/J DEFGRID3
* xyz 0 1
C 2.32 -0.92 -0.60
C -1.63 0.27 0.57
F 3.22 -0.99 0.36
F -2.08 -0.90 0.16
Cl 2.77 0.08 -1.81
Br -1.77 1.59 -0.93
H -2.29 0.65 1.40
H -0.53 0.21 0.85
*
```

HOMO-LUMO gap = 9.5518 eV
HOMO energy = -10.09 eV
LUMO level = -0.020 hartree


Most stable of them? (two).